Record 1
Molecular formula: C24H49FN6O12P
Method: DFT, the ωB97M-V functional and the def2-TZVPD basis

* HOMO-LUMO gap: 5.9 eV
* total charge: -1
* LUMO energy: 1.795 eV

Cartesian coordinates (Å):
C -5.347 1.868 -0.620
C -4.284 0.915 -0.184
O -3.637 1.295 1.050
P -2.446 2.328 0.926
O -2.740 3.539 0.163
C -0.990 1.436 0.369
C -0.179 2.224 -0.648
C -0.649 2.009 -2.110
N 0.344 1.470 -3.001
C 0.663 0.086 -2.883
C 0.310 -0.786 -4.107
O -0.805 -1.639 -3.812
C 1.463 -1.665 -4.583
N 1.440 -1.992 -6.017
C 1.010 2.333 -3.956
C 1.054 3.781 -3.536
O 1.716 4.001 -2.261
N 2.541 5.168 -2.302
O 1.935 6.160 -2.354
C 2.402 1.871 -4.420
C 3.482 1.668 -3.424
O 3.464 1.521 -2.252
F 4.673 1.602 -4.053
C 0.160 2.455 -5.300
O -1.067 2.346 -5.145
O 0.842 2.670 -6.313
O -2.153 2.672 2.449
C -2.143 1.583 3.392
C -1.469 2.046 4.670
H -5.983 1.364 -1.334
H -5.973 2.174 0.206
H -4.950 2.744 -1.104
H -3.558 0.761 -0.974
H -4.737 -0.046 0.005
H -0.394 1.242 1.245
H -1.254 0.465 -0.025
H 0.840 1.863 -0.611
H -0.155 3.273 -0.399
H -1.089 2.904 -2.510
H -1.465 1.293 -2.066
H 1.693 -0.114 -2.597
H 0.075 -0.317 -2.070
H -0.034 -0.176 -4.931
H -0.541 -2.217 -3.093
H 1.450 -2.588 -4.016
H 2.407 -1.174 -4.397
H 1.603 -1.132 -6.523
H 0.492 -2.259 -6.255
H 1.556 4.322 -4.328
H 0.052 4.176 -3.475
H 2.334 0.994 -5.042
H 2.733 2.634 -5.107
H -1.587 0.750 2.983
H -3.164 1.289 3.578
H -1.089 3.046 4.530
H -0.650 1.397 4.939
H -2.157 2.056 5.504
C -8.122 -1.482 0.297
O -7.394 -0.672 -0.235
N -7.736 -2.293 1.301
C -8.634 -3.247 1.914
C -6.364 -2.190 1.774
H -9.176 -1.625 0.000
H -8.751 -3.038 2.980
H -8.252 -4.264 1.800
H -9.610 -3.187 1.439
H -6.159 -1.182 2.136
H -5.666 -2.403 0.965
H -6.211 -2.903 2.580
C 3.482 -1.016 0.322
O 2.780 -1.982 0.579
N 4.077 -0.250 1.248
C 4.948 0.848 0.878
C 3.846 -0.547 2.655
H 3.713 -0.709 -0.711
H 5.954 0.665 1.266
H 4.580 1.795 1.277
H 4.990 0.916 -0.206
H 4.156 -1.561 2.888
H 2.783 -0.459 2.885
H 4.406 0.150 3.271
C 4.863 -3.039 5.969
O 4.365 -2.174 5.278
N 5.464 -4.137 5.478
C 6.045 -5.150 6.333
C 5.520 -4.299 4.033
H 4.862 -2.997 7.073
H 7.114 -5.255 6.134
H 5.564 -6.116 6.168
H 5.912 -4.869 7.375
H 6.056 -3.466 3.578
H 4.516 -4.320 3.611
H 6.031 -5.229 3.798

---

Record 2
Molecular formula: C24H50BBr16NO4P
Method: DFT, the ωB97M-V functional and the def2-TZVPD basis

* HOMO-LUMO gap: 6.2 eV
* total charge: -1
* LUMO energy: 1.788 eV

Cartesian coordinates (Å):
C -0.779 3.166 1.320
B -1.296 2.098 0.277
O -2.652 1.873 0.292
P -0.146 1.068 -0.931
Br -1.134 2.322 -2.818
C 1.344 2.356 -0.921
C 2.673 1.847 -0.460
O 3.075 1.850 0.707
N 3.520 1.375 -1.524
C 3.824 2.503 -2.423
C 4.798 0.859 -1.024
O -1.406 -0.143 -1.103
C -0.947 -1.391 -0.714
C 0.233 -1.219 0.260
C 0.193 -1.925 1.622
C -0.561 -1.276 2.777
C 0.095 -0.020 3.361
Br -2.418 -0.962 2.283
O 0.465 0.163 0.417
H -1.181 2.903 2.307
H 0.299 3.252 1.426
H -1.220 4.139 1.082
H -2.973 1.995 1.190
H 0.632 0.312 -1.860
H 1.429 2.605 -1.974
H 1.119 3.279 -0.393
H 4.216 3.350 -1.846
H 4.581 2.194 -3.133
H 2.952 2.827 -2.983
H 5.374 0.510 -1.886
H 5.406 1.625 -0.525
H 4.630 0.024 -0.367
H -0.597 -1.960 -1.589
H -1.774 -1.964 -0.279
H 1.118 -1.626 -0.230
H -0.215 -2.929 1.459
H 1.229 -2.028 1.962
H -0.639 -2.018 3.572
H 1.088 0.123 2.937
H -0.461 0.877 3.090
H 0.128 -0.073 4.450
Br 2.039 4.839 -5.490
C 3.599 5.983 -5.333
C 4.818 5.374 -5.975
Br 5.536 3.929 -4.894
H 3.747 6.158 -4.272
H 3.340 6.916 -5.827
H 5.612 6.113 -6.059
H 4.603 4.957 -6.953
Br 2.601 -6.394 1.732
C 0.867 -6.910 1.010
C 0.800 -6.690 -0.478
Br 0.624 -4.810 -0.905
H 0.125 -6.324 1.541
H 0.748 -7.964 1.251
H -0.081 -7.173 -0.897
H 1.688 -7.054 -0.986
Br -1.326 6.813 1.903
C -1.019 7.272 3.762
C -0.371 6.141 4.518
Br -1.639 4.723 4.917
H -1.981 7.540 4.186
H -0.369 8.144 3.749
H -0.008 6.490 5.482
H 0.441 5.687 3.960
Br -2.105 -5.872 -3.512
C -2.431 -4.048 -2.887
C -2.006 -3.016 -3.898
Br -0.078 -2.831 -4.004
H -1.889 -3.950 -1.951
H -3.500 -3.987 -2.696
H -2.382 -2.037 -3.605
H -2.348 -3.263 -4.898
Br -4.746 -0.400 -0.396
C -5.954 -1.877 -0.723
C -5.799 -2.966 0.308
Br -4.174 -4.004 0.021
H -5.747 -2.245 -1.723
H -6.962 -1.469 -0.687
H -6.615 -3.682 0.245
H -5.735 -2.564 1.314
Br -7.722 0.077 5.028
C -5.816 -0.223 5.287
C -5.021 1.054 5.220
Br -4.828 1.682 3.399
H -5.505 -0.928 4.523
H -5.723 -0.678 6.270
H -4.010 0.872 5.579
H -5.475 1.858 5.788
Br 6.972 -3.691 -1.635
C 5.305 -4.183 -0.749
C 4.096 -3.888 -1.593
Br 3.669 -1.995 -1.633
H 5.286 -3.640 0.189
H 5.385 -5.250 -0.554
H 3.221 -4.364 -1.155
H 4.219 -4.209 -2.622

---

Record 3
Molecular formula: C24H50BrN2O9P
Method: DFT, the ωB97M-V functional and the def2-TZVPD basis

* SMILES: COCCCCCCCCN[C@@H]([C@H](CCC(=O)O)OCP(O)Br)N(C)C(C)=O.COCCOCCOC
* HOMO-LUMO gap: 9.1 eV
* total charge: 0
* LUMO energy: 0.010 eV

Cartesian coordinates (Å):
C 2.168 4.865 -4.107
O 2.145 4.768 -2.636
C 0.740 4.430 -2.257
C -0.318 5.673 -2.615
C -1.278 5.198 -3.888
C -2.893 5.230 -3.525
C -3.191 3.876 -2.596
C -3.754 2.600 -3.477
C -4.031 1.239 -2.607
C -3.033 1.120 -1.271
N -3.157 -0.266 -0.717
C -1.892 -1.065 -0.686
C -1.228 -1.299 -2.205
C -1.933 -2.654 -2.886
C -1.067 -3.283 -4.128
C -1.214 -2.488 -5.554
O -0.414 -2.871 -6.573
O -2.150 -1.366 -5.828
O 0.230 -1.482 -2.182
C 0.911 -0.539 -3.116
P 2.815 -0.465 -2.886
O 3.503 0.078 -4.420
Br 3.687 -2.586 -2.613
N -0.839 -0.648 0.308
C -1.376 0.128 1.486
C -0.244 -1.911 0.968
C 1.265 -2.489 0.688
O -0.975 -2.594 1.893
H 3.285 4.657 -4.470
H 1.863 5.955 -4.415
H 1.443 4.105 -4.635
H 0.755 4.182 -1.097
H 0.455 3.430 -2.803
H 0.232 6.690 -2.804
H -1.012 5.754 -1.647
H -1.019 4.113 -4.264
H -1.063 5.946 -4.790
H -3.188 6.192 -2.922
H -3.533 5.153 -4.503
H -2.151 3.646 -2.060
H -4.024 4.168 -1.820
H -4.783 2.901 -3.974
H -3.012 2.347 -4.363
H -3.870 0.298 -3.324
H -5.177 1.204 -2.308
H -1.930 1.384 -1.600
H -3.450 1.892 -0.494
H -3.752 -0.348 0.130
H -2.213 -2.170 -0.360
H -1.456 -0.428 -2.948
H -2.953 -2.253 -3.359
H -2.178 -3.486 -2.099
H 0.075 -3.428 -3.917
H -1.504 -4.378 -4.316
H -1.584 -0.544 -6.025
H 0.670 -0.893 -4.230
H 0.512 0.564 -2.946
H 4.422 -0.300 -4.549
H -0.498 0.260 2.277
H -2.345 -0.370 1.974
H -1.719 1.235 1.208
H 1.852 -1.948 -0.168
H 1.887 -2.358 1.689
H 1.143 -3.659 0.513
C 4.738 -4.709 6.153
O 3.983 -3.687 6.783
C 4.520 -2.386 6.540
C 3.419 -1.325 6.632
O 2.592 -1.267 5.460
C 1.677 -2.357 5.286
C 0.505 -2.324 6.271
O 0.912 -2.816 7.548
C 0.131 -2.286 8.606
H 5.753 -4.742 6.560
H 4.245 -5.666 6.342
H 4.767 -4.549 5.071
H 4.988 -2.339 5.550
H 5.279 -2.196 7.307
H 3.904 -0.342 6.695
H 2.817 -1.437 7.535
H 2.198 -3.315 5.298
H 1.271 -2.234 4.275
H -0.297 -2.976 5.909
H 0.128 -1.298 6.352
H 0.202 -1.194 8.623
H 0.526 -2.669 9.550
H -0.916 -2.597 8.501

---

Record 4
Molecular formula: C24H50ClIrNO2P2Si2
Method: DFT, the ωB97M-V functional and the def2-TZVPD basis

* spin multiplicity: 6
* <S²>: 8.773
* HOMO-LUMO gap (spin up / spin down): 6.7 / 7.4 eV
* total charge: 0
* LUMO energy (spin up / spin down): 0.448 / -1.065 eV

Cartesian coordinates (Å):
Ir 0.026 -0.033 -0.080
C 1.053 -2.210 0.434
C 0.034 -2.439 -0.529
C 0.347 -1.541 -1.653
Si -1.436 -3.538 -0.112
C 1.592 -0.895 -1.377
C 2.083 -1.374 -0.075
Si 3.569 -0.938 0.996
H 1.078 -2.675 1.414
H -0.218 -1.471 -2.575
H 2.140 -0.250 -2.055
Cl -0.827 2.020 -1.005
C 3.774 -2.151 2.394
C 5.109 -0.855 -0.031
C -1.055 -4.657 1.326
C -1.954 -4.527 -1.591
H 5.342 -1.864 -0.388
H 5.946 -0.518 0.587
H 5.040 -0.201 -0.902
H 2.891 -2.168 3.042
H 4.644 -1.866 2.997
H 3.940 -3.162 2.006
H -1.147 -5.224 -1.842
H -2.174 -3.935 -2.480
H -2.839 -5.119 -1.342
H -0.222 -5.326 1.083
H -1.934 -5.272 1.550
H -0.791 -4.084 2.222
C 3.059 0.708 1.739
C -2.718 -2.293 0.455
P 1.911 1.598 0.600
H 3.955 1.295 1.984
H 2.520 0.530 2.684
P -2.450 -0.666 -0.374
H -2.610 -2.134 1.540
H -3.727 -2.694 0.287
C -3.878 0.372 0.239
C -2.986 -1.062 -2.152
C 3.099 2.098 -0.800
C 1.627 3.231 1.464
C 0.255 3.241 2.136
H 1.618 3.967 0.641
C 2.694 3.625 2.488
H 2.710 2.917 3.326
H 2.434 4.612 2.886
H 3.703 3.699 2.068
H -0.538 3.136 1.387
H 0.121 4.199 2.652
H 0.164 2.428 2.873
H 3.420 1.130 -1.220
C 4.342 2.875 -0.346
C 2.364 2.889 -1.885
H 4.934 2.365 0.423
H 4.079 3.881 0.007
H 4.998 3.003 -1.222
H 1.502 2.339 -2.283
H 3.068 3.089 -2.704
H 2.007 3.853 -1.500
H -2.244 -1.808 -2.483
C -2.876 0.176 -3.046
C -4.389 -1.671 -2.283
H -4.543 -2.575 -1.681
H -4.535 -1.958 -3.335
H -5.169 -0.936 -2.040
H -1.867 0.609 -3.027
H -3.588 0.953 -2.739
H -3.117 -0.120 -4.076
C -3.403 1.346 1.316
C -5.082 -0.414 0.762
H -4.180 0.956 -0.649
H -4.815 -0.993 1.656
H -5.522 -1.093 0.022
H -5.860 0.303 1.046
H -2.955 0.814 2.168
H -4.262 1.922 1.678
H -2.666 2.043 0.903
C -1.813 4.806 -2.950
H -1.404 4.430 -3.885
H -2.894 4.762 -2.813
H -1.269 5.604 -2.443
O -0.327 -0.219 3.982
N -0.246 -0.621 2.829
O -0.598 0.311 1.914

---

Record 5
Molecular formula: C24H50N2O2OsP2
Method: DFT, the ωB97M-V functional and the def2-TZVPD basis

* spin multiplicity: 5
* <S²>: 6.028
* HOMO-LUMO gap (spin up / spin down): 8.1 / 3.9 eV
* total charge: +4
* LUMO energy (spin up / spin down): -12.872 / -17.429 eV
* energy relative to the best compared isomer or geometry (same formula, charge and spin): 104.93 kcal/mol

Cartesian coordinates (Å):
Os 0.353 0.092 -0.477
C 0.961 -1.581 -1.337
O 1.332 -2.599 -1.804
C -0.416 1.525 0.679
O -0.881 2.420 1.312
P -1.716 0.004 -1.829
C -3.244 -0.732 -1.012
H -4.079 -0.629 -1.730
C -2.362 1.615 -2.586
H -2.196 2.330 -1.763
C -1.538 -1.092 -3.356
H -1.272 -2.063 -2.907
C 3.930 -0.566 -0.256
P 2.513 0.208 0.730
H 3.518 -0.317 2.899
H 3.584 -1.607 -0.371
C 3.227 1.914 1.150
H 4.312 1.717 1.206
C -1.595 2.114 -3.816
H -2.083 1.787 -4.748
H -0.555 1.787 -3.844
H -1.597 3.214 -3.825
C -3.869 1.607 -2.893
H -4.089 2.368 -3.654
H -4.467 1.832 -2.003
H -4.195 0.639 -3.287
C -2.789 -1.294 -4.221
H -3.677 -1.572 -3.646
H -2.598 -2.105 -4.944
H -3.018 -0.395 -4.808
C -0.364 -0.642 -4.224
H 0.105 -1.520 -4.695
H 0.406 -0.124 -3.637
H -0.689 0.027 -5.031
C -3.055 -2.214 -0.707
H -3.421 -2.863 -1.519
H -3.604 -2.484 0.207
H -1.994 -2.456 -0.544
C -3.600 0.054 0.246
H -2.844 -0.096 1.011
H -4.559 -0.300 0.657
H -3.679 1.131 0.071
C 5.313 -0.597 0.418
H 5.268 -0.664 1.507
H 5.904 0.289 0.145
H 5.871 -1.477 0.053
C 4.036 0.051 -1.648
H 4.319 1.108 -1.602
C 1.412 -0.474 3.205
H 3.090 -0.029 -2.200
H 4.811 -0.476 -2.226
C 2.861 -2.222 2.139
H 0.660 -1.252 3.038
H 1.649 -0.479 4.279
H 0.928 0.492 2.983
C 2.640 -0.723 2.359
H 2.476 -2.786 2.999
H 3.922 -2.477 2.021
H 2.330 -2.572 1.244
C 2.773 2.498 2.491
H 1.694 2.702 2.490
H 3.284 3.462 2.656
H 3.001 1.855 3.348
C 3.004 2.942 0.040
H 3.192 2.529 -0.954
H 3.686 3.796 0.191
H 1.977 3.334 0.055
H 0.117 -1.055 1.067
H -0.795 -1.106 0.478
C -2.462 0.309 5.096
N -1.984 -0.263 3.841
C -2.170 -1.595 3.463
C -1.585 -1.779 2.290
N -1.074 -0.540 1.973
C -1.274 0.347 2.885
H -3.557 0.225 5.144
H -2.022 -0.233 5.946
H -2.175 1.360 5.150
H -2.710 -2.295 4.082
H -1.579 -2.707 1.759
H -1.028 1.366 3.103

---

Respective DFT total energy values: -71200.5174 -1166028.5709 -126425.3516 -80974.8465 -53768.6921 eV.
Respective maximum force values: 1.01 1.36 8.65 2.68 7.30 eV Å⁻¹.